{
  "formula": "C3H6N2S",
  "method": "ωB97M-V/def2-TZVPD",
  "e_homo_ha": -0.300,
  "total_charge": 0,
  "smiles": "C=CNC(N)=S",
  "orbital_gap_ha": 0.323,
  "elements": ["C", "H", "C", "S", "N", "H", "H", "H", "C", "H", "H", "N"],
  "xyz": [[1.22310, -0.03743, 0.01870], [-3.14552, -1.20103, 0.07625], [-2.28662, -0.49958, -0.02303], [2.21105, -1.43658, -0.03859], [-0.07481, 0.08352, -0.05640], [-0.38823, 1.01902, -0.22250], [-0.57261, -1.89936, 0.32363], [-2.44402, 0.55793, -0.32991], [-0.99688, -0.92359, 0.06875], [1.56595, 2.00623, 0.26408], [2.97999, 1.18546, -0.12242], [1.92859, 1.14541, 0.04144]],
  "atomic_forces_ev_per_a": [[4.73, -0.39, -0.40], [0.84, 0.83, -0.10], [0.52, -1.35, -0.30], [-1.38, 0.51, 0.16], [0.12, 0.43, 0.02], [-0.52, 0.23, 0.01], [-0.41, 0.34, -0.22], [-0.23, -0.94, 0.42], [-2.49, 0.65, 0.32], [-1.44, 2.07, 0.56], [-2.38, -0.81, 0.44], [2.64, -1.55, -0.91]],
  "nbo_charge": [0.323, 0.222, -0.463, -0.319, -0.588, 0.393, 0.253, 0.188, 0.002, 0.373, 0.427, -0.812]
}


{
  "formula": "C3H6N2S",
  "method": "ωB97M-V/def2-TZVPD",
  "e_homo_ha": -0.310,
  "total_charge": 0,
  "smiles": "S=CNN1CC1",
  "orbital_gap_ha": 0.342,
  "elements": ["H", "N", "S", "C", "C", "H", "H", "H", "C", "H", "H", "N"],
  "xyz": [[0.07123, -1.18087, 1.22429], [-0.37752, 1.17937, 0.00064], [-2.29634, -0.74125, 0.00403], [-1.65039, 0.77021, -0.00479], [0.98152, -0.74834, 0.76028], [1.92656, -0.81485, 1.28064], [-2.31144, 1.67391, -0.01134], [1.91570, -0.84683, -1.30049], [0.99863, -0.76429, -0.73937], [0.12569, -1.20061, -1.21890], [-0.23254, 2.17727, 0.00083], [0.84890, 0.49627, 0.00416]],
  "atomic_forces_ev_per_a": [[0.85, 0.41, -0.31], [-0.21, 0.09, -0.05], [0.06, 0.21, -0.02], [-0.30, 0.48, 0.02], [-0.54, -0.35, -0.22], [-0.11, -0.04, 0.22], [0.44, -0.75, 0.00], [0.18, 0.08, 0.06], [-0.51, 0.02, 0.23], [0.09, 0.21, 0.17], [0.11, -0.11, -0.01], [-0.08, -0.25, -0.11]],
  "nbo_charge": [0.234, -0.401, -0.180, -0.082, -0.273, 0.206, 0.196, 0.204, -0.271, 0.227, 0.396, -0.256]
}


{
  "formula": "C3H6N2S",
  "method": "ωB97M-V/def2-TZVPD",
  "e_homo_ha": -0.331,
  "total_charge": 0,
  "smiles": "S/N=C\\N1CC1",
  "orbital_gap_ha": 0.360,
  "elements": ["C", "H", "H", "N", "C", "N", "H", "H", "C", "H", "S", "H"],
  "xyz": [[-1.17905, -0.56996, -0.74159], [0.22284, 2.47580, -0.15700], [-0.34114, -1.19028, -1.23738], [-0.87805, 0.66470, 0.04489], [-0.97548, -0.53920, 0.76591], [1.59686, 1.12198, 0.04627], [-0.16293, -1.17285, 1.25115], [-2.09895, -0.61971, -1.13999], [0.34830, 1.34872, -0.03304], [3.30291, -0.39781, -0.22393], [1.97884, -0.60747, 0.00170], [-1.81416, -0.51392, 1.42302]],
  "atomic_forces_ev_per_a": [[4.73, -1.16, 2.21], [-0.39, -1.37, 0.26], [-1.42, 1.57, 0.56], [1.32, 0.26, -1.17], [-0.20, -2.40, 0.80], [-0.57, -2.29, -0.41], [-0.61, 1.35, -1.10], [-3.05, 0.03, -1.35], [0.43, 3.51, -0.34], [-0.53, -0.08, 0.14], [1.04, 0.77, 0.12], [-0.76, -0.20, 0.27]],
  "nbo_charge": [-0.243, 0.179, 0.217, -0.458, -0.251, -0.517, 0.216, 0.200, 0.259, 0.134, 0.065, 0.199]
}


{
  "formula": "C3H6N2S",
  "method": "ωB97M-V/def2-TZVPD",
  "e_homo_ha": -0.322,
  "total_charge": 0,
  "smiles": "C=N/N=C\\SC",
  "orbital_gap_ha": 0.350,
  "elements": ["S", "H", "H", "H", "C", "C", "N", "H", "H", "H", "N", "C"],
  "xyz": [[-0.81169, -0.91448, -0.01589], [-1.21934, -1.49781, -2.29152], [0.10381, -2.55058, -1.58447], [-1.64078, -2.87259, -1.10214], [0.58893, 2.19965, 2.09043], [0.41782, 0.18160, -0.56639], [0.39295, 1.14686, 1.43257], [0.15154, 2.20606, 3.06715], [0.87421, -0.03436, -1.52105], [1.15126, 3.07617, 1.80187], [0.91051, 1.15664, 0.11853], [-0.91920, -2.09717, -1.42908]],
  "atomic_forces_ev_per_a": [[-0.25, -0.44, 0.15], [-0.19, -0.62, -0.05], [-1.26, 0.35, 0.05], [0.39, 0.58, -0.50], [-0.02, 0.11, 0.45], [0.61, 0.40, 0.69], [-0.37, -0.11, -0.93], [-0.08, 0.04, 0.60], [-0.14, 0.23, -0.38], [0.13, 0.09, -0.59], [-0.11, -0.89, -0.07], [1.28, 0.27, 0.58]],
  "nbo_charge": [0.267, 0.223, 0.223, 0.240, -0.051, -0.073, -0.296, 0.175, 0.199, 0.167, -0.334, -0.741]
}


{
  "formula": "C3H6N2S",
  "method": "ωB97M-V/def2-TZVPD",
  "e_homo_ha": -0.314,
  "total_charge": 0,
  "orbital_gap_ha": 0.342,
  "elements": ["C", "S", "N", "H", "C", "H", "H", "H", "C", "H", "N", "H"],
  "xyz": [[-0.32708, -1.04816, -1.03894], [0.41752, 1.12398, 0.43885], [-1.36793, -0.87816, -0.34098], [1.69347, 1.41005, 2.31403], [-1.26530, 0.14734, 0.55057], [0.89326, 0.52054, -1.90156], [-0.07529, -1.83429, -1.78391], [-2.15322, 0.74929, 0.32269], [0.89930, -0.06781, -0.94089], [1.74736, -0.63359, -0.98365], [1.04974, 0.73829, 1.79054], [-1.51183, -0.22749, 1.57326]],
  "atomic_forces_ev_per_a": [[1.85, 0.56, -0.65], [-0.64, -0.85, -0.26], [1.53, -2.57, -2.05], [-1.39, -0.80, -1.75], [-1.30, 1.85, 1.53], [-0.08, -0.27, 0.90], [-1.22, 0.13, 0.59], [0.50, 0.94, 0.11], [-4.47, 1.49, -0.96], [2.65, -1.16, 0.84], [1.49, 0.23, 2.04], [1.09, 0.46, -0.34]],
  "nbo_charge": [0.130, 1.010, -0.391, 0.387, -0.387, 0.231, 0.188, 0.220, -0.680, 0.238, -1.191, 0.244]
}


{
  "formula": "C3H6N2S",
  "method": "ωB97M-V/def2-TZVPD",
  "e_homo_ha": -0.660,
  "total_charge": 2,
  "smiles": "[NH3+]CC#[N+]C=S",
  "orbital_gap_ha": 0.253,
  "elements": ["N", "C", "H", "N", "H", "H", "C", "S", "H", "C", "H", "H"],
  "xyz": [[1.75350, 0.92706, -0.12851], [-0.39853, -0.45211, -0.04802], [2.81579, 0.85824, -0.03167], [-1.46353, -0.92993, 0.03585], [1.33883, -1.30003, -0.19403], [1.55697, 1.84467, 0.46763], [1.00840, -0.29691, 0.28727], [-3.09752, 0.83367, 0.11001], [1.40502, 1.23887, -1.11452], [-2.79810, -0.75678, -0.19003], [1.17064, -0.30086, 1.33970], [-3.29146, -1.66590, -0.53369]],
  "atomic_forces_ev_per_a": [[-0.62, 3.18, -1.37], [-1.68, -1.60, 1.52], [-1.40, -0.41, -0.69], [4.67, 1.44, -1.30], [0.70, 1.74, 0.72], [0.00, -2.34, -0.93], [0.89, -1.53, -0.82], [-1.68, -1.61, -0.56], [1.56, -0.60, 1.58], [-1.47, 2.03, 0.61], [-0.37, -0.76, 1.09], [-0.60, 0.45, 0.14]],
  "nbo_charge": [-0.714, 0.595, 0.509, -0.168, 0.344, 0.496, -0.352, 0.406, 0.487, -0.215, 0.311, 0.300]
}


{
  "formula": "C3H6N2S2",
  "method": "ωB97M-V/def2-TZVPD",
  "e_homo_ha": -0.310,
  "total_charge": 0,
  "smiles": "NN=C1SCCS1",
  "orbital_gap_ha": 0.333,
  "elements": ["H", "H", "C", "S", "C", "H", "H", "H", "H", "C", "S", "N", "N"],
  "xyz": [[-2.01568, 2.20702, 0.52165], [2.37506, -2.12842, -1.45818], [0.40206, -0.16780, -0.51406], [-0.09361, -0.88911, 1.09499], [-0.76231, 0.70879, 1.55247], [-1.50792, 0.73495, 2.42992], [0.11963, 1.44923, 1.66529], [-2.32607, 0.62043, -0.02908], [2.47988, -1.40933, 0.04703], [-1.56789, 1.22609, 0.34580], [-0.43434, 1.31129, -0.94532], [1.76814, -1.92631, -0.76110], [1.21631, -0.76384, -1.22129]],
  "atomic_forces_ev_per_a": [[0.31, 0.06, 0.09], [2.56, -1.37, -2.51], [-1.23, -0.64, 1.70], [0.14, 0.59, -0.30], [-1.15, 1.83, 0.96], [1.66, -0.46, -0.93], [-1.55, -1.13, 0.36], [-1.58, -1.49, 0.21], [-2.05, -2.70, -2.22], [0.43, 0.97, 1.49], [1.80, 0.60, -2.05], [1.19, 2.48, 5.92], [-0.53, 1.26, -2.72]],
  "nbo_charge": [0.238, 0.352, -0.066, 0.213, -0.565, 0.244, 0.227, 0.223, 0.330, -0.574, 0.313, -0.609, -0.326]
}


{
  "formula": "C3H6N3",
  "method": "ωB97M-V/def2-TZVPD",
  "e_homo_ha": -0.516,
  "total_charge": 1,
  "orbital_gap_ha": 0.327,
  "elements": ["H", "N", "N", "C", "C", "N", "C", "H", "H", "H", "H", "H"],
  "xyz": [[-0.55823, -1.61628, -0.69441], [0.47530, 0.16174, -0.00976], [3.34489, 0.99738, -0.30662], [1.63738, -0.63859, -0.13585], [-0.80670, -0.58852, -0.12460], [2.70265, 0.08984, -0.16182], [0.54474, 1.38892, 0.29600], [-1.12152, -0.84920, 0.93174], [-0.36935, 2.00310, 0.25896], [1.49936, 1.96735, 0.46962], [1.59802, -1.74579, -0.36068], [-1.63886, -0.01954, -0.66875]],
  "atomic_forces_ev_per_a": [[-0.77, 2.57, 1.24], [0.43, -1.19, 0.11], [0.75, -0.21, 0.50], [-0.95, -2.10, -0.17], [-0.76, -2.18, -0.58], [0.47, 0.36, -1.02], [-0.37, 2.90, -0.23], [0.26, 0.33, -1.32], [0.39, -0.60, 0.30], [-1.23, -1.07, -0.15], [0.21, 1.83, 0.51], [1.56, -0.64, 0.81]],
  "nbo_charge": [0.253, -0.236, 0.163, -0.104, -0.441, 0.064, 0.002, 0.261, 0.241, 0.238, 0.288, 0.271]
}


{
  "formula": "C3H6N3",
  "method": "ωB97M-V/def2-TZVPD",
  "e_homo_ha": -0.572,
  "total_charge": 1,
  "orbital_gap_ha": 0.404,
  "elements": ["H", "N", "H", "N", "C", "C", "H", "H", "H", "N", "H", "C"],
  "xyz": [[0.45136, 2.00047, 0.13102], [1.97016, -0.31337, -0.07084], [-1.92541, 0.84103, 0.90583], [-1.52648, -0.76508, -0.05514], [-1.75996, 0.52837, -0.02775], [0.65634, -0.08059, -0.06839], [2.45864, 0.55698, 0.18236], [-2.13002, 0.89846, -0.96522], [-0.27841, -2.33326, -0.05508], [0.05508, 1.06399, -0.09037], [2.40087, -1.16847, 0.16737], [-0.37217, -1.22855, -0.05378]],
  "atomic_forces_ev_per_a": [[-0.22, -1.21, -0.48], [-0.56, 2.86, 0.42], [-1.50, 1.91, 3.25], [-0.95, -2.00, -0.03], [3.53, 0.18, -3.18], [-0.06, -0.86, 0.04], [0.46, -1.04, -0.43], [-0.58, 0.72, 0.10], [0.78, 0.89, 0.02], [-1.40, -0.15, 0.45], [0.19, -1.01, 0.19], [0.31, -0.28, -0.34]],
  "nbo_charge": [0.440, -0.722, 0.236, -0.298, 0.072, 0.444, 0.415, 0.261, 0.259, -0.619, 0.433, 0.078]
}


{
  "formula": "C3H6N3",
  "method": "ωB97M-V/def2-TZVPD",
  "e_homo_ha": -0.520,
  "total_charge": 1,
  "orbital_gap_ha": 0.307,
  "elements": ["N", "C", "H", "H", "N", "H", "N", "H", "H", "C", "C", "H"],
  "xyz": [[2.09068, -0.56921, -0.02123], [-1.40908, -0.38899, -0.16809], [0.49571, -1.96512, 0.03066], [-1.92094, 0.45218, -0.61805], [-0.08063, -0.02133, 0.07678], [-1.74765, -1.28768, -0.63867], [2.70496, 0.35147, -0.19294], [-1.79065, -0.48031, 0.77758], [1.16966, 1.71341, 0.50417], [0.84867, -0.96091, 0.10312], [0.18352, 1.23801, 0.13137], [-0.54427, 1.91849, 0.01530]],
  "atomic_forces_ev_per_a": [[-1.32, 0.46, -0.09], [-2.75, 0.57, -0.70], [0.60, -0.48, 0.11], [-0.06, -0.03, -0.21], [1.51, 3.03, -1.16], [1.15, -0.72, -0.88], [1.83, 0.36, 0.02], [-1.51, -0.20, 2.52], [-1.55, -1.39, -0.83], [0.94, -3.68, 0.16], [3.90, 0.05, 1.59], [-2.74, 2.03, -0.54]],
  "nbo_charge": [0.069, -0.436, 0.258, 0.247, -0.215, 0.266, 0.201, 0.241, 0.242, -0.050, -0.040, 0.216]
}


{
  "formula": "C3H6N3O",
  "method": "ωB97M-V/def2-TZVPD",
  "e_homo_ha": [-0.478, -0.478],
  "total_charge": 1,
  "smiles": "C=N/C=C(/O)N=[NH2+]",
  "orbital_gap_ha": [0.293, 0.293],
  "elements": ["O", "C", "C", "N", "N", "C", "H", "H", "H", "H", "H", "N", "H"],
  "xyz": [[-1.75135, 1.32522, -0.06812], [2.62482, -0.56014, -0.05278], [0.65931, 0.99473, 0.07478], [-2.03515, -1.28637, 0.03402], [-0.86779, -0.78242, -0.14192], [-0.64780, 0.48899, -0.11802], [-2.75934, -0.60826, 0.34108], [0.73978, 1.94436, 0.45650], [3.17320, -0.42322, -0.99467], [-1.94297, -2.26749, 0.33033], [-1.73683, 2.21684, -0.51677], [1.64350, 0.18756, -0.04559], [2.90062, -1.22981, 0.70114]],
  "atomic_forces_ev_per_a": [[0.06, 0.92, -0.04], [0.10, 1.44, -2.77], [-0.19, -3.88, -0.71], [-0.48, 0.26, 0.30], [1.98, 0.11, 0.57], [-2.19, 0.96, -0.94], [0.15, -1.14, -0.28], [0.80, 2.26, 0.72], [0.49, -0.84, 0.38], [-0.91, 0.82, -0.25], [0.48, -1.60, 0.56], [-0.58, 1.57, 1.15], [0.29, -0.88, 1.30]],
  "nbo_charge": [-0.723, 0.101, 0.149, -0.509, -0.140, 0.301, 0.409, 0.251, 0.229, 0.418, 0.526, -0.244, 0.232]
}


{
  "formula": "C3H6N3O",
  "method": "ωB97M-V/def2-TZVPD",
  "e_homo_ha": -0.555,
  "total_charge": 1,
  "orbital_gap_ha": 0.374,
  "elements": ["C", "C", "N", "H", "H", "N", "O", "H", "N", "H", "H", "H", "C"],
  "xyz": [[-2.59706, -0.08846, -0.08928], [0.02759, 0.88621, -0.22662], [-1.87927, 0.81505, -0.47116], [0.08268, 2.01847, -0.18212], [0.85431, -2.06711, 1.16106], [0.70531, -1.67196, -0.78006], [-3.06417, -1.00515, 0.43078], [-1.98545, 1.69204, -0.98567], [0.34594, 0.04194, 0.70744], [0.31903, 0.46927, 1.62700], [0.23406, 0.70418, -1.28296], [1.01548, -2.58626, -1.02484], [0.54435, -1.38612, 0.39561]],
  "atomic_forces_ev_per_a": [[-0.37, -0.91, 0.91], [0.27, 2.01, -2.32], [0.79, 1.75, -1.01], [-0.19, -1.52, 1.30], [-0.49, 0.20, 1.28], [-0.59, 0.98, -2.38], [0.03, 0.55, -0.60], [-1.03, -0.82, 0.22], [-0.02, -0.19, 0.62], [0.17, -0.98, 0.33], [-0.08, -1.08, 0.40], [-0.04, -0.87, 0.17], [1.54, 0.88, 1.10]],
  "nbo_charge": [0.941, 0.084, -0.763, 0.250, 0.210, -0.599, -0.371, 0.475, -0.568, 0.437, 0.255, 0.395, 0.255]
}


Short version: ΔE to the lowest compared entry with this formula, charge and spin = 104.2, 266.0, 335.3, 221.5, 344.8, 200.3, 229.0, 305.0, 99.8, 373.9, 244.9, 150.0 kJ/mol, in the order given.